Record 1
Entry from the Open Molecules 2025 dataset: 5 unconnected molecules or ions with the total composition C18H29IN3O12 (ωB97M-V/def2-TZVPD).

Computed properties:
gap between HOMO and LUMO: 9.84 eV
lowest unoccupied orbital energy: -2.20 eV
HOMO: -0.4426 hartree
total charge: +1

Each line ends with the Mulliken charge.
Element x y z (Å)
N1 2.628 -2.989 -0.138  -0.20
C1 2.320 -2.020 -0.966  0.44
N2 2.568 -0.719 -0.692  0.04
C2 2.026 0.087 -1.800  -0.39
C3 1.930 -0.967 -2.907  -0.70
N3 1.799 -2.239 -2.187  0.09
C4 0.758 -3.239 -2.458  -0.95
C5 -0.626 -2.634 -2.617  -0.52
C6 -1.061 -1.823 -1.418  -0.36
I1 -3.087 -1.168 -1.646  0.03
H1 2.538 -3.941 -0.442  0.24
H2 3.004 -2.786 0.786  0.23
H3 2.313 -0.420 0.246  -0.09
H4 1.081 0.534 -1.497  0.17
H5 2.733 0.863 -2.072  0.46
H6 1.149 -0.809 -3.640  0.37
H7 2.892 -0.976 -3.420  0.38
H8 1.002 -3.800 -3.359  0.31
H9 0.761 -3.953 -1.638  0.35
H10 -1.317 -3.458 -2.792  0.55
H11 -0.681 -2.009 -3.508  0.33
H12 -1.054 -2.390 -0.493  0.46
H13 -0.500 -0.905 -1.299  -0.21
C7 -4.321 1.399 1.134  0.31
C8 -5.762 1.090 1.495  -0.35
O1 -5.646 0.664 2.861  -0.35
C9 -4.512 1.176 3.381  0.71
O2 -4.185 1.106 4.521  -0.53
O3 -3.770 1.761 2.410  -0.35
H14 -4.197 2.214 0.427  0.29
H15 -3.777 0.521 0.782  -0.31
H16 -6.402 1.972 1.453  0.28
H17 -6.203 0.291 0.906  0.31
C10 4.106 0.839 3.762  -0.40
C11 4.969 0.576 2.536  -0.28
O4 4.549 -0.755 2.153  -0.33
C12 3.328 -0.959 2.656  0.79
O5 2.601 -1.866 2.328  -0.68
O6 2.976 -0.017 3.507  -0.30
H18 3.771 1.868 3.848  0.31
H19 4.570 0.517 4.693  0.31
H20 4.732 1.249 1.713  0.22
H21 6.037 0.584 2.729  0.35
C13 -0.800 0.522 3.562  -0.35
C14 -0.685 -0.701 2.661  -0.48
O7 0.043 -0.168 1.536  0.20
C15 0.739 0.908 1.959  0.41
O8 1.612 1.408 1.306  -0.60
O9 0.366 1.282 3.177  -0.38
H22 -0.754 0.298 4.623  0.31
H23 -1.680 1.120 3.353  0.25
H24 -0.093 -1.504 3.100  0.21
H25 -1.646 -1.085 2.327  0.38
C16 -1.195 3.057 -4.538  -0.46
C17 -0.539 1.929 -3.761  -0.08
O10 -1.161 2.037 -2.477  -0.14
C18 -2.358 2.669 -2.635  0.45
O11 -3.186 2.761 -1.792  -0.46
O12 -2.461 3.165 -3.883  -0.35
H26 -1.345 2.842 -5.591  0.33
H27 -0.660 4.002 -4.429  0.27
H28 -0.774 0.947 -4.182  0.13
H29 0.538 2.044 -3.661  0.32

---

Record 2
Entry from the Open Molecules 2025 dataset: a molecular structure, BaH20O10 in a non-equilibrium geometry (ωB97M-V/def2-TZVPD).

Computed properties:
gap between HOMO and LUMO: 11.60 eV
lowest unoccupied orbital energy: -6.55 eV
energy above the lowest of the compared OMol25 structures with the same formula, charge and spin: 34.0 kcal/mol
HOMO: -0.6667 hartree
total charge: +2

Each line ends with the Mulliken charge.
Element x y z (Å)
Ba1 10.340 4.906 -21.805  1.30
O1 10.416 6.675 -19.443  -0.46
H1 10.963 7.467 -19.582  0.29
H2 10.838 6.214 -18.731  0.25
O2 10.177 3.185 -24.014  -0.53
H3 9.962 3.488 -24.874  0.26
H4 11.112 2.960 -24.171  0.31
O3 12.610 6.709 -22.180  -0.43
H5 12.523 7.612 -22.111  0.23
H6 13.515 6.716 -21.886  0.25
O4 11.423 5.875 -24.481  -0.46
H7 12.187 5.753 -23.949  0.29
H8 11.375 6.787 -24.566  0.24
O5 8.236 5.235 -23.873  -0.51
H9 8.619 5.733 -24.602  0.32
H10 7.750 5.932 -23.407  0.25
O6 8.639 2.668 -21.573  -0.42
H11 7.922 2.698 -22.123  0.25
H12 8.233 2.555 -20.741  0.25
O7 9.999 3.476 -19.257  -0.44
H13 10.026 2.559 -18.991  0.27
H14 10.283 3.967 -18.485  0.23
O8 9.530 7.496 -22.474  -0.37
H15 8.847 8.015 -22.091  0.24
H16 10.173 8.147 -22.671  0.22
O9 8.085 5.578 -20.432  -0.52
H17 8.342 6.384 -20.024  0.29
H18 7.376 5.957 -21.033  0.29
O10 11.627 2.304 -21.350  -0.44
H19 11.875 2.227 -20.418  0.26
H20 11.436 1.405 -21.544  0.28

---

Record 3
Entry from the Open Molecules 2025 dataset: a molecular structure, C43H44BN11O4Ru in a non-equilibrium geometry (ωB97M-V/def2-TZVPD).

Computed properties:
gap between HOMO and LUMO (alpha / beta): 5.14 / 5.33 eV
multiplicity: 2
lowest unoccupied orbital energy (alpha / beta): -5.88 / -5.69 eV
HOMO (alpha / beta): -0.4050 / -0.4050 hartree
total charge: +1

Each line ends with the Mulliken spin population.
Element x y z (Å)
Ru1 0.349 0.523 0.190  1.00
C1 -4.710 2.673 1.680  0.00
C2 -3.337 2.788 1.131  0.01
C3 -2.776 3.845 0.441  0.01
C4 -1.501 3.409 0.056  0.01
N1 -1.321 2.158 0.500  0.01
N2 -2.429 1.790 1.156  0.02
B1 -2.509 0.512 1.999  -0.05
N3 -2.427 -0.741 1.108  0.02
N4 -1.363 -1.093 0.372  -0.03
C5 -1.611 -2.302 -0.165  0.00
C6 -2.885 -2.716 0.245  0.00
C7 -3.373 -1.701 1.042  0.00
C8 -4.703 -1.630 1.689  0.00
C9 -0.704 -3.059 -1.010  0.01
C10 -1.144 -4.224 -1.640  0.00
C11 -0.291 -4.950 -2.447  0.00
C12 1.020 -4.542 -2.632  0.00
C13 1.465 -3.371 -2.035  0.01
C14 0.602 -2.630 -1.249  -0.01
N5 -1.324 0.542 2.970  0.00
N6 -0.059 0.648 2.559  -0.02
C15 0.726 0.749 3.646  0.01
C16 -0.090 0.706 4.790  0.00
C17 -1.383 0.578 4.324  0.00
C18 -2.632 0.473 5.121  0.00
C19 2.173 0.816 3.592  0.00
C20 2.830 1.292 2.453  0.00
C21 4.209 1.298 2.392  0.01
C22 4.953 0.847 3.474  0.00
C23 4.313 0.396 4.618  0.00
C24 2.935 0.378 4.681  0.00
C25 -0.527 4.114 -0.758  -0.01
C26 -0.948 5.176 -1.562  0.00
C27 -0.057 5.806 -2.408  0.00
C28 1.263 5.390 -2.465  0.00
C29 1.693 4.334 -1.671  0.00
C30 0.806 3.699 -0.820  0.00
H1 -5.293 3.536 1.371  0.00
H2 -5.186 1.769 1.306  0.00
H3 -4.709 2.624 2.767  0.00
H4 -3.213 4.806 0.270  0.00
H5 -3.513 0.493 2.602  0.00
H6 -3.385 -3.632 0.019  0.00
H7 -5.290 -2.495 1.394  0.00
H8 -4.608 -1.619 2.773  0.00
H9 -5.232 -0.728 1.386  0.00
H10 -2.164 -4.548 -1.520  0.00
H11 -0.659 -5.834 -2.944  0.00
H12 1.684 -5.123 -3.254  0.00
H13 2.476 -3.026 -2.193  0.00
H14 0.921 -1.683 -0.819  0.01
H15 0.226 0.788 5.810  0.00
H16 -2.387 0.447 6.179  0.00
H17 -3.284 1.325 4.942  0.00
H18 -3.184 -0.431 4.868  0.00
H19 2.236 1.679 1.618  0.00
H20 4.706 1.662 1.509  0.00
H21 6.029 0.849 3.425  0.00
H22 4.888 0.053 5.462  0.00
H23 2.439 0.009 5.564  0.00
H24 -1.985 5.472 -1.545  0.00
H25 -0.399 6.619 -3.031  0.00
H26 1.958 5.887 -3.125  0.00
H27 2.722 4.011 -1.732  0.00
H28 1.136 2.862 -0.187  0.00
O1 4.585 -0.821 -0.028  0.02
C31 3.398 -0.954 0.186  0.01
O2 2.476 -0.144 -0.141  0.02
C32 2.921 -2.246 0.872  -0.01
C33 1.704 -2.301 1.537  0.01
C34 1.224 -3.498 2.046  0.00
C35 1.964 -4.654 1.880  0.00
C36 3.198 -4.580 1.249  0.00
C37 3.700 -3.387 0.752  0.00
N7 3.969 -5.798 1.084  0.00
O3 5.165 -5.687 0.970  0.00
O4 3.349 -6.837 1.069  0.00
H29 1.105 -1.396 1.648  -0.01
H30 0.268 -3.528 2.547  0.00
H31 1.622 -5.610 2.248  0.00
H32 4.664 -3.355 0.266  0.00
C38 -0.914 -0.517 -3.038  0.00
N8 -0.897 -0.449 -4.483  0.00
C39 -1.696 0.682 -4.927  0.00
N9 -1.152 1.909 -4.363  0.00
C40 -1.165 1.818 -2.916  0.01
N10 -0.341 0.696 -2.420  -0.06
C41 1.033 0.869 -2.949  0.02
N11 1.043 0.952 -4.395  0.00
C42 0.481 -0.280 -4.935  0.00
C43 0.225 2.081 -4.819  0.00
H33 -0.332 -1.385 -2.737  0.01
H34 -1.946 -0.638 -2.694  0.00
H35 -2.729 0.553 -4.589  0.00
H36 -1.677 0.740 -6.016  0.00
H37 -2.196 1.678 -2.571  0.00
H38 -0.780 2.756 -2.523  0.00
H39 1.648 0.015 -2.645  0.00
H40 1.461 1.787 -2.536  0.00
H41 1.076 -1.129 -4.585  0.00
H42 0.502 -0.250 -6.026  0.00
H43 0.240 2.154 -5.910  0.00
H44 0.636 3.000 -4.388  0.00

---

Record 4
Entry from the Open Molecules 2025 dataset: 2 unconnected molecules or ions with the total composition H4O2 in a non-equilibrium geometry (ωB97M-V/def2-TZVPD).

Computed properties:
gap between HOMO and LUMO: 12.06 eV
SMILES: O.O
lowest unoccupied orbital energy: 0.35 eV
energy above the lowest of the compared OMol25 structures with the same formula, charge and spin: 8.8 kcal/mol
HOMO: -0.4305 hartree
total charge: 0

Each line ends with the Mulliken charge.
Element x y z (Å)
H1 -2.299 0.902 -0.116  0.33
H2 -1.442 -0.416 -0.143  0.32
H3 1.412 -0.444 -0.173  0.31
H4 2.491 0.000 0.719  0.32
O1 -2.413 -0.077 -0.088  -0.65
O2 2.251 0.035 -0.200  -0.63